No. 1
Molecular formula: C6H15N2O2
Method: DFT, ωB97M-V/def2-TZVPD

Properties
- Highest occupied orbital energy: -14.12 eV
- E_LUMO: -0.1073 hartree
- Strongest force on any atom: 4.77 eV/Å
- SMILES string: CC[C@](C)(OC)/C(N)=[NH+]/O
- Multiplicity: 1
- Total energy: -13531.170 eV
- Orbital gap: 11.20 eV
- Net charge: +1

Structure (XYZ):
```
25
Properties=species:S:1:pos:R:3:forces:R:3
C -1.6851 2.0233 -0.6103 4.4 1.2 1.5
C -1.0840 0.9129 0.2446 -1.9 -1.1 -0.6
C 0.2089 0.2611 -0.2025 1.1 -1.6 1.2
C 1.3636 1.2734 -0.1159 -2.8 0.4 2.0
O 0.3321 -0.4297 -1.4108 1.3 1.3 1.7
C -0.7021 -0.8650 -2.2060 -2.0 -0.8 -0.4
C 0.6471 -0.9851 0.9189 -0.4 0.8 -1.9
N 1.5321 -1.7892 0.4203 0.7 -0.5 0.7
N 0.2080 -1.2000 2.1441 0.8 0.8 0.0
O 0.7501 -2.2570 2.9200 -1.4 0.3 -1.1
H -0.8007 2.5552 -1.0370 -1.1 0.2 0.1
H -2.2790 2.6782 -0.0290 -0.4 0.7 0.7
H -2.2583 1.6737 -1.3436 -2.2 -1.5 -3.2
H -0.8992 1.3592 1.2026 0.1 -0.2 0.8
H -1.9137 0.1686 0.2802 0.7 0.1 0.6
H 1.3133 1.7252 0.9028 0.4 -0.3 -0.6
H 2.3137 0.9276 -0.3266 1.8 -0.9 -0.6
H 1.0505 2.0422 -0.7778 0.3 0.8 -0.8
H -1.6058 -1.3622 -1.6932 1.1 1.4 -0.5
H -0.2662 -1.6733 -2.7350 0.3 -0.9 -0.8
H -0.8834 -0.0955 -2.9650 -0.9 -0.1 0.3
H 1.9238 -1.8392 -0.4901 -0.3 0.9 -0.9
H 1.9213 -2.4574 1.0305 0.3 -1.1 0.8
H -0.6443 -0.6898 2.3666 0.2 -0.6 1.1
H 1.4571 -1.9573 3.5125 -0.2 0.8 -0.1
```
Positions in Å, forces in eV/Å.

Löwdin population analysis, charges in e, atoms 1 to 6: -0.041, -0.190, -0.393, 0.027, -0.140, -0.077

No. 2
Molecular formula: C5H11F3Si
Method: DFT, ωB97M-V/def2-TZVPD

Properties
- Highest occupied orbital energy (alpha / beta): -8.94 / -7.95 eV
- E_LUMO (alpha / beta): -0.0034 / -0.0530 hartree
- Strongest force on any atom: 3.91 eV/Å
- Multiplicity: 1
- Total energy: -21394.870 eV
- Orbital gap (alpha / beta): 8.84 / 6.50 eV
- Net charge: 0

Structure (XYZ):
```
20
Properties=species:S:1:pos:R:3:forces:R:3
C -1.8797 1.4760 0.1684 1.9 0.1 0.4
C -0.7094 -0.7960 -1.4085 -1.2 0.3 -0.8
C -0.4508 -1.4872 1.0368 -0.3 -0.2 -1.2
C -0.3664 1.0637 0.2837 -0.4 0.8 -3.2
C -0.2120 -0.4027 -0.0561 0.7 0.1 0.3
F 4.1714 0.2448 -1.3140 -0.4 -0.6 0.2
F 3.7412 -0.9889 0.8916 0.9 -1.6 1.3
F 3.2603 1.4374 0.5925 -0.4 0.4 0.5
Si 3.1231 0.0131 -0.1007 -0.9 1.5 -1.9
H -2.0855 2.3847 0.7090 0.2 0.8 -0.3
H -2.2073 1.4755 -0.8496 -0.4 0.2 -0.5
H -2.4241 0.7895 0.7470 -1.0 -1.4 0.5
H -0.7008 -0.0202 -2.2110 -0.3 0.0 1.1
H -0.3448 -1.6073 -1.9928 1.4 -1.1 0.3
H -1.7322 -1.2195 -1.2572 0.1 0.8 -0.1
H -0.2397 -1.2563 2.1140 -0.6 0.5 -1.1
H -1.5676 -1.8623 0.8174 2.5 0.4 0.9
H 0.3366 -2.2590 0.8239 -1.2 0.1 0.0
H 0.3561 1.8171 -0.2258 -1.4 -1.5 0.0
H -0.0685 1.1974 1.2315 0.8 0.3 3.8
```
Positions in Å, forces in eV/Å.

Löwdin population analysis, charges in e, atoms 1 to 6: -0.069, -0.114, -0.078, -0.247, -0.330, -0.167

No. 3
Molecular formula: C2H5PS2
Method: DFT, ωB97M-V/def2-TZVPD

Properties
- Highest occupied orbital energy: -8.48 eV
- E_LUMO: -0.0485 hartree
- Strongest force on any atom: 3.11 eV/Å
- Multiplicity: 1
- Total energy: -33112.400 eV
- Orbital gap: 7.16 eV
- Net charge: 0

Structure (XYZ):
```
10
Properties=species:S:1:pos:R:3:forces:R:3
C 0.9273 -0.8155 0.3467 0.4 -2.3 0.8
C 1.0902 0.5389 -0.1488 -0.1 1.6 2.7
P -2.1173 0.0108 -0.5295 -0.5 1.4 0.4
S -4.0035 0.3905 -0.7378 0.6 -0.2 0.1
S -1.2252 1.6313 0.4950 1.7 -1.8 -1.0
H 1.1112 -0.8452 1.4594 -0.4 -0.3 -1.2
H -0.0915 -1.2095 0.0572 1.2 0.3 0.6
H 1.6606 -1.5870 -0.1482 -1.0 1.6 0.7
H 0.7304 0.6793 -1.1047 -0.1 0.8 -2.1
H 1.9177 1.2064 0.3106 -1.8 -1.0 -1.0
```
Positions in Å, forces in eV/Å.

Löwdin population analysis, charges in e, atoms 1 to 6: -0.258, -0.139, -0.053, 0.001, 0.149, 0.093

No. 4
Molecular formula: C42H112O14
Method: DFT, ωB97M-V/def2-TZVPD

Properties
- Highest occupied orbital energy: -9.63 eV
- E_LUMO: 0.0156 hartree
- Strongest force on any atom: 2.43 eV/Å
- Multiplicity: 1
- Total energy: -74035.162 eV
- Orbital gap: 10.05 eV
- Net charge: 0

Structure (XYZ):
```
168
Properties=species:S:1:pos:R:3:forces:R:3
C 13.9728 19.4702 16.0953 -0.3 0.3 -1.0
C 14.9764 18.3498 15.8126 -1.0 -0.6 -0.1
C 15.2947 18.1609 14.3401 -0.5 0.5 0.1
O 16.2319 18.5694 16.4267 -0.3 0.0 1.3
H 14.3044 20.4088 15.6459 0.1 0.1 0.0
H 13.7601 19.6913 17.1452 0.3 -0.4 0.1
H 13.0081 19.2046 15.6155 0.4 0.1 0.3
H 14.4368 17.4462 16.1856 0.8 0.1 -0.1
H 15.8608 19.0138 14.0056 0.3 0.6 -0.1
H 14.3900 18.1343 13.7385 -0.1 -0.3 0.0
H 15.9227 17.3021 14.1363 -0.1 -0.4 0.2
H 16.0167 18.6785 17.3712 0.5 0.0 -0.4
C 15.3082 20.4212 6.9350 -0.8 -0.1 1.0
C 14.6988 19.7325 8.1649 -0.1 0.2 -0.8
C 14.6659 18.2337 8.0890 -0.3 -0.7 0.2
O 15.3974 20.0224 9.3623 0.0 -1.0 0.0
H 16.3193 20.0838 6.8413 0.7 0.1 -0.3
H 15.1973 21.5041 6.9468 0.4 0.2 0.5
H 14.7323 20.1638 6.0745 -0.3 -0.6 -0.8
H 13.6584 20.0447 8.2494 -0.3 0.3 0.1
H 15.6620 17.7811 8.1285 -0.1 0.2 0.2
H 14.1903 17.8208 7.1998 -0.2 0.3 -0.1
H 14.0554 17.9335 8.9532 0.5 -0.4 -0.2
H 15.5280 20.9505 9.3848 0.2 1.4 0.3
C 10.0933 12.4491 15.6697 -0.6 -0.6 0.2
C 11.3016 11.6700 16.2246 0.5 2.0 -1.2
C 10.9033 10.3044 16.4781 -1.0 -2.0 0.4
O 12.3227 11.5972 15.1858 -0.4 0.0 0.4
H 9.7434 11.9076 14.7906 0.0 -0.1 0.0
H 10.2704 13.4482 15.3208 0.6 0.6 0.0
H 9.2022 12.5270 16.3274 0.7 -0.3 0.0
H 11.7306 12.1568 17.1001 0.0 -0.1 0.0
H 11.6426 9.6388 16.9130 0.5 0.1 -0.4
H 10.5126 9.9147 15.5294 0.2 -0.4 0.3
H 10.0976 10.2732 17.1995 -0.5 0.1 0.1
H 12.6914 12.4819 15.0714 0.2 0.2 0.0
C 7.9400 20.4666 9.2037 -0.1 -0.2 1.5
C 8.6862 19.6804 10.2946 -0.6 -0.9 -0.8
C 10.0517 19.1429 9.8746 0.7 0.9 0.7
O 8.8410 20.4907 11.4330 0.3 0.8 0.6
H 7.6921 19.8718 8.3496 0.3 -0.3 -0.7
H 8.5296 21.3540 9.0090 0.0 0.2 -0.5
H 6.9713 20.7677 9.6225 0.1 0.2 0.0
H 8.1117 18.7891 10.5956 -0.2 0.1 -0.2
H 10.5119 18.6126 10.7128 -0.1 0.1 0.1
H 10.7496 19.9717 9.6269 -0.4 -0.4 -0.1
H 10.0214 18.4268 9.0668 -0.3 0.0 -0.4
H 8.0342 21.0011 11.6296 0.5 -0.4 -0.3
C 10.8741 17.0173 18.1162 -0.9 -0.2 0.4
C 11.8531 15.9294 17.8502 0.5 0.5 -0.5
C 11.3516 14.5385 18.1671 -0.4 0.1 -0.4
O 12.2058 16.0782 16.4701 0.5 -1.7 -0.5
H 10.7501 17.1602 19.1835 0.0 0.2 0.2
H 9.9053 16.7132 17.7243 -0.2 0.2 -0.1
H 11.1798 17.9347 17.6409 0.2 0.4 -0.1
H 12.7496 16.1771 18.4085 0.4 -0.3 0.5
H 10.3464 14.3647 17.6961 1.0 0.0 0.3
H 11.2590 14.3970 19.2399 -0.1 0.0 0.2
H 12.0997 13.8266 17.8069 -0.3 0.0 0.0
H 12.7844 15.2900 16.2229 -0.7 1.2 0.0
C 14.5606 12.2176 11.3349 -0.2 0.6 -0.8
C 15.8151 12.2681 10.4571 1.0 0.6 2.1
C 15.5912 12.9439 9.1311 -0.3 -0.2 -0.3
O 16.8723 13.0146 11.1638 -0.1 -1.2 -0.2
H 14.2860 13.1663 11.7866 0.4 0.2 -0.2
H 14.5491 11.5055 12.1226 0.6 -0.8 0.7
H 13.7429 11.9156 10.7051 -0.6 -0.1 -0.4
H 16.1963 11.1996 10.4033 -0.2 1.4 -0.4
H 14.7590 12.4579 8.6648 -0.6 -0.3 -0.6
H 16.4435 12.7847 8.4739 0.1 0.4 0.0
H 15.3002 14.0142 9.1975 0.5 -0.5 0.2
H 16.6619 13.9513 11.2940 -0.4 -0.2 -0.1
C 9.8439 18.1479 13.8264 -0.1 -0.4 -1.0
C 9.0864 17.4130 14.8881 -0.5 -0.6 2.0
C 7.5693 17.2992 14.7350 0.5 1.3 -0.2
O 9.5335 16.0528 15.0555 0.2 -0.3 0.1
H 9.2961 19.0226 13.4853 0.3 0.4 0.3
H 9.9357 17.5494 12.9104 0.1 -0.2 0.2
H 10.8504 18.3719 14.1797 0.0 0.2 -0.1
H 9.2076 17.9831 15.8412 0.3 -0.4 -0.4
H 7.3015 16.4336 14.1906 -0.2 -1.0 -0.7
H 7.2645 18.1682 14.1591 -0.5 0.2 0.0
H 7.0248 17.2835 15.6823 0.3 0.0 0.0
H 10.3349 15.9291 15.6014 0.0 0.7 -0.4
C 12.3189 13.9772 7.2152 -0.6 0.0 -0.2
C 11.6724 14.2259 8.5632 -0.7 0.8 0.8
C 10.8591 15.5375 8.5043 0.4 0.1 0.1
O 10.8162 13.1671 9.0605 0.5 0.3 -0.6
H 13.0324 14.7749 6.9611 -0.2 -0.2 0.2
H 11.5279 13.9767 6.4685 0.0 0.0 -0.3
H 12.8104 13.0208 7.1610 0.3 -0.4 0.1
H 12.4651 14.3799 9.3041 0.0 0.0 0.0
H 9.9836 15.5422 7.8584 0.1 -0.5 -0.4
H 11.5402 16.3096 8.1386 -0.1 0.2 0.0
H 10.4627 15.8681 9.4634 0.3 -0.2 0.3
H 11.2453 12.8009 9.8394 -0.1 -0.1 0.0
C 12.3410 9.4079 10.8266 -0.7 -0.2 0.3
C 11.5928 9.8420 12.0925 0.8 -1.4 -0.4
C 10.2003 9.2815 12.2390 -0.2 -0.9 -1.6
O 12.4264 9.3427 13.1360 -0.1 0.7 0.4
H 13.3444 9.7888 10.8984 0.3 0.3 -0.1
H 11.8338 9.7976 9.9483 0.1 -0.1 -0.3
H 12.4496 8.3192 10.7734 -0.3 0.1 0.0
H 11.5417 10.9098 12.0832 0.2 1.1 0.3
H 9.5890 9.7932 12.9525 -0.2 0.4 0.6
H 10.3112 8.2308 12.5361 -0.2 0.2 -0.1
H 9.6710 9.3127 11.2515 0.3 0.0 0.8
H 12.3295 9.9512 13.8798 0.2 0.0 0.3
C 15.0446 13.4096 17.3149 -0.9 0.1 -0.8
C 15.1542 13.6690 15.7890 1.6 -0.2 -0.1
C 15.6811 12.4800 14.9403 -0.6 0.6 1.4
O 13.9120 14.1221 15.3117 -1.1 0.2 -1.3
H 16.0091 13.3063 17.7818 0.4 0.0 0.0
H 14.4174 12.5638 17.6261 0.2 -0.1 -0.5
H 14.5391 14.2821 17.7254 0.2 0.2 0.2
H 15.8864 14.4910 15.7067 -0.2 0.0 -0.1
H 16.6001 12.1495 15.3913 0.5 -0.4 0.1
H 15.8567 12.6444 13.8899 0.0 0.6 -0.3
H 14.9286 11.7219 15.0402 -0.2 -0.8 0.0
H 13.9758 14.3900 14.3399 0.2 -0.1 1.3
C 13.2170 20.5155 12.4705 -0.3 -1.0 -0.4
C 12.6181 21.8937 12.2731 -0.5 0.1 -1.2
C 13.0264 22.4746 10.9206 -0.1 -1.3 -0.8
O 11.2092 21.8765 12.4725 0.2 0.2 0.0
H 14.3107 20.5201 12.6704 -0.6 0.0 -0.5
H 12.9480 19.8868 11.5572 0.7 0.6 1.0
H 12.7290 20.0214 13.3260 0.2 0.3 -0.2
H 13.0145 22.6026 12.9524 0.2 0.5 1.3
H 12.4869 23.3365 10.5597 -0.4 0.4 0.4
H 12.9038 21.6969 10.1338 0.2 0.3 0.3
H 14.0715 22.7394 10.9797 0.5 0.0 -0.2
H 10.7490 21.4736 11.7232 0.0 -0.1 0.1
C 17.5527 18.0983 10.9383 -0.5 -1.1 -0.7
C 17.1437 16.6690 10.5442 -0.1 -0.3 0.7
C 18.1063 15.7702 9.8197 1.2 0.8 -0.9
O 16.8512 15.8842 11.7384 -0.3 0.6 0.9
H 17.6858 18.6925 10.0391 0.1 0.1 -0.1
H 18.4815 18.0841 11.4983 0.1 0.1 0.3
H 16.7131 18.5182 11.4924 0.3 0.2 0.2
H 16.1905 16.7040 10.0032 0.1 0.0 0.1
H 19.0484 15.6297 10.3853 -0.4 0.2 -0.1
H 18.3923 16.2070 8.8393 -0.2 -0.5 0.3
H 17.6500 14.7882 9.7266 0.1 0.1 -0.4
H 17.5059 16.1179 12.4210 -0.2 -0.2 -0.4
C 7.7388 12.3098 11.7982 -0.6 0.2 -0.5
C 8.4783 13.3864 12.5548 0.3 -0.2 -0.5
C 8.4816 14.7602 11.8256 -0.4 -2.1 0.2
O 7.9050 13.3931 13.8567 0.4 1.1 -0.1
H 8.1559 12.0370 10.8293 0.4 0.2 0.0
H 6.7669 12.7236 11.5788 -0.7 -0.2 0.0
H 7.6193 11.3955 12.3740 0.0 0.1 0.2
H 9.4958 13.0278 12.5944 0.9 0.1 0.4
H 9.1784 15.4547 12.2436 0.1 0.6 0.4
H 7.4641 15.0812 11.7599 -0.7 0.8 0.3
H 8.7399 14.5452 10.8059 0.5 0.0 -0.7
H 8.3301 14.1451 14.3107 -0.3 -0.3 0.1
C 12.1377 14.7466 12.0961 0.5 0.1 0.4
C 13.4190 15.4768 11.7143 0.2 0.5 -0.7
C 13.2106 16.9730 11.3894 -0.3 -0.5 0.1
O 14.3361 15.3226 12.7938 -0.3 -0.3 0.5
H 11.3225 14.9657 11.4048 0.2 -0.3 -0.1
H 11.8130 15.1044 13.0699 -0.1 0.1 0.3
H 12.3675 13.6703 12.1905 -0.5 0.4 -0.2
H 13.8076 14.9568 10.8134 0.2 0.4 0.3
H 12.5214 17.4088 12.1217 0.1 0.0 -0.1
H 12.7721 17.0888 10.3917 -0.1 -0.1 0.2
H 14.1404 17.5543 11.4136 0.0 -0.3 0.0
H 15.2334 15.6469 12.5863 -0.3 0.0 -0.4
```
Positions in Å, forces in eV/Å.

Löwdin population analysis, charges in e, atoms 1 to 6: -0.053, -0.493, -0.050, -0.045, 0.077, 0.077

No. 5
Molecular formula: C4H9N2O
Method: DFT, ωB97M-V/def2-TZVPD

Properties
- Highest occupied orbital energy: -13.87 eV
- E_LUMO: -0.1335 hartree
- Strongest force on any atom: 5.60 eV/Å
- Multiplicity: 1
- Total energy: -9313.577 eV
- Orbital gap: 10.23 eV
- Net charge: +1

Structure (XYZ):
```
16
Properties=species:S:1:pos:R:3:forces:R:3
C 0.7024 2.2119 1.0631 0.9 -3.6 1.6
C 0.1438 0.6881 1.0342 0.1 4.6 -3.2
C 0.6313 -0.2935 0.1881 2.8 -0.9 1.9
N -0.3084 -1.2521 0.2410 -5.3 1.6 0.0
C -1.5885 -0.6798 0.6092 3.4 -1.5 -1.0
N -1.2592 0.5121 1.0574 -1.6 2.4 -0.1
H 0.4842 2.8015 0.2325 -1.4 0.8 -1.4
H 1.7776 2.0573 0.8876 -0.1 0.2 0.8
H 0.4727 2.6992 2.0173 0.3 -0.1 -0.3
H 1.6914 -0.5572 -0.2854 -2.6 0.9 1.4
H -0.2844 -2.1271 -0.1812 0.3 -1.6 -1.1
H -2.5843 -1.0946 0.3845 0.8 0.1 0.5
H -1.9773 1.3828 1.0140 2.3 -2.8 0.8
H 0.1164 -2.1435 -3.1452 -1.7 0.6 -0.8
H 1.3045 -2.4616 -2.6231 1.3 0.2 0.8
O 0.6778 -1.7434 -2.4940 0.4 -0.8 0.1
```
Positions in Å, forces in eV/Å.

Löwdin population analysis, charges in e, atoms 1 to 6: 0.007, -0.177, -0.038, 0.092, 0.007, 0.089

No. 6
Molecular formula: H24O12
Method: DFT, ωB97M-V/def2-TZVPD

Properties
- Highest occupied orbital energy: -10.59 eV
- E_LUMO: -0.0247 hartree
- Strongest force on any atom: 1.83 eV/Å
- SMILES string: O.O.O.O.O.O.O.O.O.O.O.O
- Multiplicity: 1
- Total energy: -24958.139 eV
- Orbital gap: 9.91 eV
- Net charge: 0

Structure (XYZ):
```
36
Properties=species:S:1:pos:R:3:forces:R:3
O -0.1193 0.0690 0.5126 0.0 -0.4 0.3
H 0.6635 -0.1715 1.0210 0.1 0.2 -0.1
H 0.0970 -0.1935 -0.3892 -0.1 0.1 -0.4
O -2.1660 0.0393 3.0089 -0.1 -0.2 0.1
H -1.3562 -0.3149 3.3934 -0.1 0.1 0.0
H -2.3432 -0.5407 2.2598 0.3 0.2 -0.1
O -0.2864 3.8325 0.5930 -0.1 0.1 0.2
H -1.0823 3.4298 0.9582 0.1 -0.1 -0.1
H -0.4651 4.7790 0.6284 0.1 -0.1 -0.1
O -0.7478 -3.7023 1.5497 0.3 0.1 0.1
H 0.1648 -4.0111 1.5233 -0.2 -0.1 0.0
H -0.6764 -2.7489 1.4275 -0.1 0.1 -0.2
O -4.6456 -1.0718 0.4568 0.1 -0.1 0.1
H -4.2883 -0.9856 1.3478 -0.2 0.1 -0.1
H -5.0855 -1.9294 0.4625 0.0 0.1 -0.1
O -0.1517 0.4383 -4.4364 -0.4 0.7 -1.6
H -0.1727 1.2567 -3.9276 -0.2 0.0 0.1
H 0.6454 0.5160 -4.9727 -0.3 0.3 -0.5
O 2.3727 -2.3396 -1.3523 0.3 -0.4 -0.1
H 3.3164 -2.1513 -1.2990 -0.1 -0.1 0.0
H 2.1393 -2.6224 -0.4610 0.0 0.2 -0.2
O 2.4052 -0.1942 5.6532 -0.1 -0.1 -0.2
H 1.7415 0.2475 5.1115 0.1 0.1 0.1
H 2.5908 -1.0112 5.1767 0.0 0.1 0.1
O 0.8282 -0.4496 -2.5581 1.2 -0.2 1.2
H 1.1152 -0.2446 -3.4551 -0.6 -0.2 0.5
H 1.6216 -0.7906 -2.1301 -0.2 -0.4 0.3
O -3.8582 1.2092 -2.5448 -0.2 0.1 0.1
H -4.7403 1.5668 -2.6969 0.1 0.0 0.0
H -3.8936 0.8741 -1.6418 0.1 -0.1 0.0
O 3.2095 -1.3718 1.1436 0.0 -0.2 0.2
H 3.0972 -2.2094 1.6070 0.1 0.1 0.2
H 4.0772 -1.4468 0.7307 0.0 0.2 0.2
O 1.6291 4.2091 -2.1707 0.2 0.0 -0.2
H 2.1239 3.5548 -1.6646 -0.2 0.0 0.1
H 2.2400 4.4791 -2.8655 -0.1 0.0 0.0
```
Positions in Å, forces in eV/Å.

Löwdin population analysis, charges in e, atoms 1 to 6: -0.045, 0.016, 0.011, -0.053, 0.029, 0.008